Entry from the Open Molecules 2025 dataset: the molecule C18H24N2O4 (ωB97M-V/def2-TZVPD).

The geometry in XYZ format:
```
48
C18H24N2O4 ωB97M-V/def2-TZVPD
O -3.54 0.37 0.28
O 2.12 -0.96 1.12
O 0.52 2.11 0.04
O -0.32 -1.14 3.70
N -0.65 -1.17 1.47
N -1.79 1.38 1.29
C -0.88 -1.23 -0.97
C 0.13 -1.23 2.57
C -1.20 -1.21 -3.45
C 1.29 -1.03 0.04
C 1.85 -0.93 -1.22
C 1.21 -3.88 1.53
C -1.78 2.57 0.48
C -0.10 -1.16 0.17
C -0.46 3.73 -1.42
C 1.56 2.67 -0.73
C -0.32 -1.13 -2.24
C -2.56 0.31 0.98
C 1.05 -0.97 -2.35
C -0.71 2.44 -0.61
C 1.02 4.03 -1.19
C -2.08 -0.98 1.64
C 1.62 -1.47 2.34
C 1.94 -2.97 2.51
H -1.10 4.54 -1.08
H 1.50 -0.88 -3.33
H 2.44 2.74 -0.09
H 2.16 -0.92 3.12
H 1.78 2.03 -1.59
H -1.95 -1.34 -0.89
H 1.46 -3.63 0.50
H -1.38 -2.25 -3.72
H 1.14 4.76 -0.39
H -2.17 -0.75 -3.25
H 1.50 -4.91 1.71
H 2.92 -0.80 -1.30
H -0.74 -0.71 -4.30
H 0.13 -3.80 1.65
H -0.99 1.61 -1.28
H -2.77 2.68 0.02
H -2.64 -1.83 1.23
H -0.66 3.55 -2.48
H 3.01 -3.09 2.39
H -2.26 -0.94 2.72
H 1.53 4.39 -2.08
H -1.57 3.43 1.12
H 1.67 -3.24 3.54
H -0.92 1.22 1.79
```

As for the gap between HOMO and LUMO: 8.9 eV. For the electronic energy, the calculation gives -30226.8865 eV. The LUMO energy comes out at 0.8 eV. As for the SMILES: CC[C@H]1Oc2ccc(C)cc2N(CC(=O)NC[C@H]2CCCO2)C1=O.